Record 1
Here is a structure of composition C33H26N2O6P2ReSe at a distorted geometry from the OMol25 dataset. Energies are from ωB97M-V/def2-TZVPD.

```
71
Properties=species:S:1:pos:R:3:mulliken_spin:R:1
Re 2.6925 0.0104 0.2513 0.963
O 1.3111 -1.3367 -0.6892 0.033
P 0.0979 -1.4334 -1.6008 -0.004
C -0.0552 0.1232 -2.5740 0.002
P 0.0353 1.5433 -1.3982 -0.001
O 1.3964 1.5162 -0.7190 0.022
C -1.3438 1.4310 -0.2432 0.002
C -1.0786 1.4566 1.1214 0.000
C -2.1253 1.3932 2.0247 -0.001
C -3.4311 1.3356 1.5646 0.000
C -3.6960 1.3279 0.2034 0.000
C -2.6561 1.3714 -0.7057 0.000
C -0.0325 3.0587 -2.3766 0.001
C 1.0039 3.2987 -3.2737 0.000
C 0.9891 4.4550 -4.0305 0.000
C -0.0494 5.3651 -3.8865 0.000
C -1.0749 5.1228 -2.9856 0.000
C -1.0690 3.9692 -2.2205 0.000
C 0.3746 -2.7769 -2.7688 0.000
C -0.5107 -3.0010 -3.8159 0.000
C -0.2929 -4.0639 -4.6711 0.000
C 0.8014 -4.8946 -4.4801 0.000
C 1.6869 -4.6631 -3.4381 0.000
C 1.4730 -3.6049 -2.5728 -0.001
C -1.4087 -1.6840 -0.6381 0.001
C -1.3024 -1.8668 0.7351 0.001
C -2.4398 -2.1141 1.4830 0.000
C -3.6765 -2.1919 0.8600 0.000
C -3.7802 -2.0113 -0.5099 0.000
C -2.6505 -1.7597 -1.2636 -0.001
H -0.9803 0.1441 -3.1438 0.000
H 0.7975 0.1863 -3.2602 0.000
H -0.0550 1.5157 1.4571 0.002
H -1.9327 1.3979 3.0848 0.000
H -4.2457 1.3085 2.2703 0.000
H -4.7145 1.2957 -0.1480 0.000
H -2.8565 1.3647 -1.7681 0.000
H 1.8141 2.5894 -3.3600 -0.001
H 1.7878 4.6505 -4.7263 0.000
H -0.0552 6.2679 -4.4747 0.000
H -1.8768 5.8346 -2.8696 0.000
H -1.8589 3.7788 -1.5089 0.000
H -1.3581 -2.3486 -3.9689 0.000
H -0.9777 -4.2445 -5.4846 0.000
H 0.9636 -5.7259 -5.1460 0.000
H 2.5387 -5.3072 -3.2952 0.000
H 2.1470 -3.4033 -1.7534 -0.001
H -0.3314 -1.8043 1.2037 0.001
H -2.3631 -2.2578 2.5473 0.000
H -4.5588 -2.4018 1.4427 0.000
H -4.7430 -2.0756 -0.9928 0.000
H -2.7359 -1.6188 -2.3310 0.000
O 3.6807 0.0520 2.0264 -0.034
C 2.5653 0.0218 2.6763 -0.008
O 1.5385 -0.0374 1.9458 -0.047
C 2.4558 0.0520 4.1238 0.003
C 3.5576 0.0460 4.9851 0.008
C 3.3504 0.0569 6.3532 -0.003
C 2.0641 0.0835 6.8725 0.010
C 0.9788 0.1013 6.0040 -0.003
C 1.1589 0.0810 4.6377 0.007
N -0.3873 0.1446 6.5133 0.000
O -1.2596 0.2356 5.6783 -0.001
O -0.5401 0.0906 7.7026 0.000
H 4.5558 0.0275 4.5794 0.000
H 4.1875 0.0452 7.0317 0.000
H 1.8820 0.0921 7.9376 0.000
H 0.3069 0.0857 3.9718 0.003
Se 6.8478 0.1295 -1.9864 0.119
C 5.2806 0.0965 -1.3314 0.022
N 4.1824 0.0706 -0.8749 -0.092
```

Values from the calculation:
* energy: -135946.5938 eV
* F_max: 3.48 eV/Å
* total charge: +2
* multiplicity: 2
* HOMO level (spin up / spin down): -14.24 / -14.24 eV
* HOMO-LUMO gap (spin up / spin down): 5.79 / 6.17 eV
* ⟨S²⟩: 0.771
* E_LUMO (spin up / spin down): -8.45 / -8.07 eV
* ΔE to the lowest compared entry with this formula, charge and spin: 1.0068 eV



Record 2
Here is the molecule C9H11O2P at a distorted geometry from the OMol25 dataset. Energies are from ωB97M-V/def2-TZVPD.

```
23
Properties=species:S:1:pos:R:3:nbo_charge:R:1
C 0.4471 -3.4839 1.6598 -0.204
C 0.8908 -3.3377 0.3869 -0.206
C -0.0354 -2.4078 2.3367 -0.210
C 0.9329 -2.0784 -0.2011 -0.161
C -0.1981 -1.1374 1.7149 -0.179
C 0.2559 -0.9718 0.4346 -0.401
C -1.4906 1.2526 -2.6070 -0.305
C -1.3349 0.6621 -1.4305 -0.609
C 0.8678 3.0382 -0.0507 -0.251
O 1.4380 0.8096 -1.6330 -1.084
O 0.3090 1.8065 0.3801 -0.820
P 0.2970 0.5638 -0.6316 2.108
H 0.3780 -4.4953 2.0699 0.220
H 1.2161 -4.0663 -0.3011 0.218
H -0.7085 -2.4900 3.2388 0.221
H 1.1156 -2.1070 -1.1973 0.216
H -0.5832 -0.2504 2.2309 0.229
H -2.4343 1.5356 -2.9757 0.193
H -0.6568 1.8284 -3.2219 0.224
H -2.1407 0.2604 -0.8440 0.226
H 0.1299 3.6406 -0.4981 0.171
H 1.6375 2.8178 -0.8311 0.221
H 1.2973 3.5981 0.6832 0.185
```

Values from the calculation:
* energy: -22894.3352 eV
* F_max: 4.32 eV/Å
* structure (SMILES): C=C[P@@](=O)(OC)c1ccccc1
* HOMO level: -9.65 eV
* HOMO-LUMO gap: 10.35 eV
* E_LUMO: 0.70 eV
* ΔE to the lowest compared entry with this formula, charge and spin: 2.4907 eV



Record 3
Here is a cluster of 2 separate species, CF3NOS in total at a distorted geometry from the OMol25 dataset. Energies are from ωB97M-V/def2-TZVPD.

```
7
Properties=species:S:1:pos:R:3:nbo_charge:R:1
C -2.3404 -0.1353 0.3409 0.680
N -1.2908 0.0858 0.7486 -0.455
O 2.4094 -0.8320 0.6712 -0.837
F -3.5124 -0.1997 -0.1287 -0.226
F 0.8655 -0.4150 -1.2011 -0.509
F 2.3707 1.3231 -0.6539 -0.521
S 1.4979 0.1731 0.2231 1.868
```

Values from the calculation:
* energy: -23560.2911 eV
* F_max: 2.52 eV/Å
* HOMO level: -11.85 eV
* HOMO-LUMO gap: 11.94 eV
* E_LUMO: 0.09 eV
* ΔE to the lowest compared entry with this formula, charge and spin: 0.7515 eV



Record 4
Here is the molecule C19H20ClNO3S from the OMol25 dataset. Energies are from ωB97M-V/def2-TZVPD.

```
45
Properties=species:S:1:pos:R:3:nbo_charge:R:1
O -0.9979 0.3407 -0.0004 -0.639
C 0.1356 0.7424 -0.1520 0.666
N 0.6195 1.2473 -1.2957 -0.612
H 1.5775 1.5582 -1.3493 0.404
C -0.1530 1.3207 -2.5155 -0.216
H -1.1434 0.9230 -2.2869 0.240
H -0.2473 2.3682 -2.8199 0.196
C 0.5105 0.5108 -3.6388 -0.446
C 1.8724 1.0657 -3.9485 0.069
C 3.0090 0.5323 -3.3528 -0.271
C 4.2572 1.0783 -3.5981 -0.192
C 4.3837 2.1686 -4.4413 -0.222
C 3.2571 2.7075 -5.0399 -0.197
C 2.0108 2.1606 -4.7929 -0.248
H 1.1345 2.5826 -5.2641 0.211
H 3.3505 3.5555 -5.7021 0.216
H 5.3568 2.5945 -4.6344 0.216
H 5.1324 0.6504 -3.1314 0.214
H 2.9166 -0.3258 -2.7010 0.211
H 0.5887 -0.5319 -3.3271 0.216
H -0.1277 0.5622 -4.5217 0.221
C 1.1540 0.7069 1.0017 -0.176
H 1.8631 -0.1112 0.8635 0.216
H 1.6792 1.6651 1.0757 0.215
O 0.4516 0.4287 2.1968 -0.499
C -0.3680 1.4079 2.6169 0.814
O -0.3335 2.5302 2.1899 -0.598
C -1.3519 0.8750 3.6275 -0.520
C -2.6918 0.7275 2.8971 -0.527
H -2.5542 0.4218 1.8602 0.250
H -3.2433 1.6664 2.9073 0.243
S -3.7808 -0.4743 3.7188 0.259
C -2.9999 -2.0307 3.4077 -0.170
C -3.4428 -3.1021 4.1810 -0.216
C -2.9079 -4.3620 4.0086 -0.217
C -1.9164 -4.5531 3.0578 -0.058
C -1.4726 -3.4974 2.2802 -0.206
C -2.0146 -2.2355 2.4498 -0.235
H -1.6592 -1.4368 1.8195 0.240
H -0.7065 -3.6569 1.5377 0.224
Cl -1.2292 -6.1266 2.8415 -0.002
H -3.2522 -5.1896 4.6084 0.228
H -4.2130 -2.9341 4.9179 0.222
H -1.4532 1.5635 4.4657 0.238
H -1.0005 -0.0943 3.9825 0.238
```

Values from the calculation:
* energy: -51019.1342 eV
* F_max: 0.63 eV/Å
* structure (SMILES): O=C(COC(=O)CCSc1ccc(Cl)cc1)NCCc1ccccc1
* HOMO level: -7.98 eV
* HOMO-LUMO gap: 8.51 eV
* E_LUMO: 0.53 eV
* ΔE to the lowest compared entry with this formula, charge and spin: 0.2626 eV



Record 5
Here is a cluster of 2 separate species, C5H4 in total at a distorted geometry from the OMol25 dataset. Energies are from ωB97M-V/def2-TZVPD.

```
9
Properties=species:S:1:pos:R:3:lowdin_charge:R:1
C -0.6908 0.8652 0.0625 0.106
C -0.7442 -0.7819 -0.0543 0.116
C 0.3759 0.0293 -0.1178 -0.106
C 2.6007 0.1658 -0.1010 -0.001
C -1.9471 0.0962 -0.0489 -0.105
H 2.7858 -0.8062 -0.5507 -0.115
H 2.7115 0.1785 0.9781 -0.115
H -2.6015 0.0575 0.8188 0.108
H -2.4903 0.1956 -0.9867 0.111
```

Values from the calculation:
* energy: -5239.0415 eV
* F_max: 5.03 eV/Å
* HOMO level: -7.08 eV
* HOMO-LUMO gap: 5.69 eV
* E_LUMO: -1.40 eV
* ΔE to the lowest compared entry with this formula, charge and spin: 7.1541 eV



Record 6
Here is the ion C3H2IN2 with charge +1 at a distorted geometry from the OMol25 dataset. Energies are from ωB97M-V/def2-TZVPD.

```
8
Properties=species:S:1:pos:R:3:nbo_charge:R:1
C 2.0824 -0.1023 -0.2585 0.358
C -0.2388 0.6250 -0.2057 0.029
C -1.1176 -0.4430 0.4020 -0.110
N 0.9940 0.5841 -0.4255 -0.289
N 3.0221 -0.8140 -0.2442 -0.142
I -3.0222 0.1972 0.8154 0.650
H -0.8623 1.4679 -0.6709 0.231
H -0.8576 -1.5149 0.5873 0.273
```

Values from the calculation:
* energy: -14211.9262 eV
* F_max: 2.54 eV/Å
* total charge: +1
* HOMO level (spin up / spin down): -15.03 / -15.03 eV
* HOMO-LUMO gap (spin up / spin down): 6.23 / 6.23 eV
* E_LUMO (spin up / spin down): -8.80 / -8.80 eV
* ΔE to the lowest compared entry with this formula, charge and spin: 0.9907 eV



Record 7
Here is the molecule C6H6O at a distorted geometry from the OMol25 dataset. Energies are from ωB97M-V/def2-TZVPD.

```
13
Properties=species:S:1:pos:R:3:nbo_charge:R:1
O 1.5737 -1.3895 0.0203 -0.740
C 1.3516 -0.0815 0.5009 -0.036
C 0.1578 0.4627 -0.3429 -0.402
C -0.5787 -0.8106 -0.4491 0.099
C -1.0658 -1.8807 -0.1596 -0.329
C -0.7043 1.4943 0.2614 -0.013
C -1.4203 2.3285 0.7504 -0.204
H 0.7384 -1.9368 0.1858 0.495
H 1.0892 -0.0619 1.5679 0.174
H 2.2637 0.5088 0.3534 0.199
H 0.5369 0.8176 -1.3090 0.261
H -1.8896 -2.5138 0.0421 0.254
H -2.0540 3.0660 1.1999 0.241
```

Values from the calculation:
* energy: -8361.5936 eV
* F_max: 2.15 eV/Å
* structure (SMILES): C#CC(C#C)CO
* HOMO level: -9.86 eV
* HOMO-LUMO gap: 10.83 eV
* E_LUMO: 0.97 eV
* ΔE to the lowest compared entry with this formula, charge and spin: 4.9125 eV



Record 8
Here is the ion C5H8N with charge +1 at a distorted geometry from the OMol25 dataset. Energies are from ωB97M-V/def2-TZVPD.

```
14
Properties=species:S:1:pos:R:3:nbo_charge:R:1
C 0.4544 -1.2361 0.2340 -0.219
C 1.7094 -0.8297 -0.0862 0.287
C 1.6361 0.6624 -0.3741 -0.620
C 0.5202 1.0070 0.4979 0.154
C -1.7010 -0.0713 -0.4798 -0.380
N -0.4943 -0.1293 0.4910 -0.408
H 0.1150 -2.2859 0.3243 0.260
H 2.5360 1.3537 -0.1665 0.296
H 1.4866 0.7756 -1.4320 0.274
H 0.5668 1.3108 1.5526 0.217
H -1.4386 0.1567 -1.4671 0.238
H -2.1039 -1.0092 -0.3903 0.223
H -2.4297 0.5737 -0.1370 0.235
H -0.8571 -0.2785 1.4332 0.442
```

Values from the calculation:
* energy: -6792.0848 eV
* F_max: 3.40 eV/Å
* total charge: +1
* HOMO level (spin up / spin down): -14.57 / -15.16 eV
* HOMO-LUMO gap (spin up / spin down): 8.53 / 9.66 eV
* E_LUMO (spin up / spin down): -6.05 / -5.50 eV
* ΔE to the lowest compared entry with this formula, charge and spin: 6.0036 eV